A molecular structure, C15H22MnN5O3S, computed with ωB97M-V/def2-TZVPD.

Geometry as XYZ:
```
47
Properties=species:S:1:pos:R:3:forces:R:3
Mn 0.1078 0.5067 -0.0245 -0.261 0.326 0.443
N -0.6130 2.6271 -0.1132 -0.087 0.069 -0.207
C 0.2793 3.7463 0.3054 0.033 -0.016 -0.081
C 1.4995 3.2537 1.0814 0.001 0.002 0.138
C 2.7510 3.0260 0.2310 0.047 0.030 -0.100
C 2.5909 2.1713 -1.0153 -0.072 -0.028 -0.017
N 2.1462 0.7832 -0.7215 0.057 -0.230 -0.183
H -0.9884 2.8186 -1.0387 -0.014 -0.061 0.010
H -1.4200 2.5967 0.5035 0.027 0.022 0.011
H -0.2915 4.4656 0.8919 0.030 -0.035 0.051
H 0.6009 4.2743 -0.5941 -0.008 0.003 0.011
H 1.2253 2.3520 1.6380 -0.006 0.030 -0.037
H 1.7526 3.9881 1.8478 0.017 0.008 -0.010
H 3.5496 2.6121 0.8531 -0.026 -0.014 0.035
H 3.1187 3.9977 -0.1092 0.008 0.000 0.005
H 3.5374 2.1465 -1.5589 -0.005 0.019 0.019
H 1.8504 2.5987 -1.6945 -0.016 0.001 0.034
H 2.8564 0.2865 -0.1887 0.010 0.091 0.044
H 2.0893 0.2899 -1.6127 0.025 -0.015 0.028
O 0.1612 -1.9647 0.3275 -0.088 -0.299 -0.123
C -0.6100 -1.8842 -0.6307 0.095 0.099 0.071
N -1.4544 -0.8036 -0.7631 0.281 0.034 -0.023
S -1.5362 -0.4368 -2.3471 -0.020 -0.008 -0.155
O -2.8164 -0.0079 -2.8055 0.019 0.017 0.079
O -0.4067 0.4842 -2.5473 -0.081 0.017 -0.015
C -1.0861 -2.0400 -2.9299 -0.017 0.012 -0.078
C -1.1356 -2.5579 -4.2059 0.020 -0.041 0.032
C -0.6578 -3.8543 -4.3717 -0.019 0.031 -0.014
C -0.1429 -4.5738 -3.2976 0.002 -0.029 -0.007
C -0.0897 -4.0266 -2.0213 -0.005 0.024 0.043
C -0.5867 -2.7480 -1.8484 -0.012 0.001 -0.014
H -1.5335 -1.9874 -5.0334 0.004 0.001 -0.013
H -0.6858 -4.3111 -5.3515 -0.003 0.003 -0.009
H 0.2192 -5.5794 -3.4625 0.005 -0.004 0.007
H 0.3121 -4.5830 -1.1856 0.003 0.010 0.011
C -2.5140 -1.3969 4.4063 0.005 0.004 0.019
N -1.4423 -0.7137 3.6938 -0.005 0.114 -0.012
C -0.1471 -0.5573 4.1188 0.026 -0.083 -0.032
C 0.4993 0.1090 3.1264 -0.035 0.127 0.140
N -0.3878 0.3877 2.1111 0.099 -0.181 -0.060
C -1.5408 -0.1353 2.4890 -0.036 -0.022 -0.009
H -2.1565 -1.6610 5.3971 -0.011 -0.003 -0.001
H -2.7981 -2.3032 3.8759 -0.010 0.005 0.011
H -3.3729 -0.7377 4.5054 -0.015 -0.021 -0.001
H 0.1855 -0.9350 5.0689 0.031 -0.001 0.000
H 1.5307 0.4158 3.0926 0.004 0.001 -0.010
H -2.4492 -0.1384 1.9081 0.005 -0.012 -0.029
```
Forces are in eV/Å.

As for the total charge: +1. The multiplicity is 6. The LUMO energy (alpha / beta) comes out at -2.4 / -2.5 eV. The frontier orbital gap (alpha / beta) is 9.53 / 9.84 eV. As for the expectation value of S²: 8.75. The value obtained for the electronic energy is -2633.36468 a.u.


A molecular structure, CuFI, computed with ωB97M-V/def2-TZVPD.

Geometry as XYZ:
```
3
Properties=species:S:1:pos:R:3:forces:R:3
Cu 19.3150 32.2204 31.8761 -2.439 -0.189 -1.852
I 20.7536 30.7616 32.8317 1.157 -0.839 0.800
F 17.9581 31.5055 30.7958 1.283 1.029 1.051
```
Forces are in eV/Å.

The multiplicity is 2. The energy relative to the best compared isomer or geometry (same formula, charge and spin) comes out at 0.0 kcal per mole. The LUMO energy (alpha / beta) comes out at -0.9 / -3.5 eV. The frontier orbital gap (alpha / beta) is 9.55 / 6.80 eV. As for the expectation value of S²: 0.76. The value obtained for the electronic energy is -2038.00636 a.u.


A gas-phase ion, C4H8NO2 (charge +1), computed with ωB97M-V/def2-TZVPD.

Geometry as XYZ:
```
15
Properties=species:S:1:pos:R:3:forces:R:3
C -1.7698 -0.7136 -0.0291 -0.119 1.318 0.166
N -0.6943 -0.0455 -0.0899 0.802 -0.303 -1.281
C -0.2446 1.3101 0.0705 -0.112 0.546 -1.694
C 1.2736 1.1795 0.2800 -2.409 -0.777 3.604
O 1.6336 -0.0060 -0.3364 -0.678 -0.066 -0.250
C 0.5152 -0.8442 -0.3722 1.815 -0.961 -2.325
O 0.4849 -1.8089 0.5639 0.304 -1.656 0.653
H -1.5918 -1.7446 -0.2133 -0.641 -0.848 0.086
H -2.7386 -0.2723 0.1868 0.157 0.001 -0.063
H -0.9538 1.7361 0.7114 -0.191 1.230 1.603
H -0.2280 1.9210 -0.8365 -1.131 -0.663 -0.519
H 1.6303 2.0518 -0.1300 1.865 1.525 -0.841
H 1.3792 1.1065 1.3630 0.930 0.231 0.046
H 0.5615 -1.1615 -1.4446 -0.738 -0.434 0.854
H 0.7428 -2.7085 0.2763 0.145 0.856 -0.039
```
Forces are in eV/Å.

As for the total charge: +1. The energy relative to the best compared isomer or geometry (same formula, charge and spin) comes out at 55.5 kcal per mole. The LUMO energy comes out at -5.2 eV. The frontier orbital gap is 9.91 eV. Its structure (SMILES) is C=[N+]1CCO[C@H]1O. The value obtained for the electronic energy is -362.12507 a.u.


2 unconnected molecules or ions with the total composition C6H18N2O, computed with ωB97M-V/def2-TZVPD.

Geometry as XYZ:
```
27
Properties=species:S:1:pos:R:3:forces:R:3
C -1.0573 -2.1468 -0.1032 0.229 0.419 0.197
C -1.5823 -0.8128 -0.6393 -1.859 1.102 0.000
C -1.0432 -0.5405 -2.0443 -0.025 0.159 0.427
C -1.6797 0.5886 0.2857 0.851 -1.636 -1.553
N -1.7119 0.4440 1.6985 -0.037 -0.114 0.755
H -1.5540 -2.9703 -0.6179 -0.091 0.063 0.095
H -1.2218 -2.2381 0.9720 0.025 -0.162 0.006
H 0.0043 -2.2662 -0.3171 0.193 -0.114 0.156
H -2.6601 -0.9834 -0.7699 0.071 -0.143 -0.023
H 0.0341 -0.3871 -2.0052 0.154 0.064 -0.131
H -1.2533 -1.3781 -2.7096 0.056 -0.075 -0.003
H -1.5028 0.3445 -2.4807 0.023 0.124 -0.011
H -2.5867 1.0865 -0.0629 0.132 -0.025 -0.070
H -0.8093 1.1855 0.0140 -0.151 0.230 0.002
H -0.8108 0.1411 2.0602 -0.359 0.019 0.042
H -2.4522 -0.1684 2.0181 0.107 0.016 0.044
C 1.8794 1.8982 1.2644 -0.154 -0.174 0.122
N 1.5035 0.9030 0.2795 -0.028 0.012 -0.235
C 2.6271 0.4889 -0.5428 -0.041 -0.157 0.150
O 1.0454 -0.2481 1.0044 -1.699 -0.700 -1.461
H 2.2440 2.7824 0.7425 0.003 -0.025 -0.009
H 2.6544 1.5315 1.9503 0.030 0.004 -0.005
H 0.9934 2.1648 1.8392 0.039 0.055 0.020
H 2.2875 -0.2719 -1.2448 0.036 0.034 -0.040
H 3.4478 0.0678 0.0527 0.013 0.042 0.019
H 2.9832 1.3534 -1.1017 0.009 0.004 -0.007
H 0.2212 -0.5685 0.4581 2.473 0.979 1.513
```
Forces are in eV/Å.

The energy relative to the best compared isomer or geometry (same formula, charge and spin) comes out at 55.9 kcal per mole. The LUMO energy comes out at 1.0 eV. The frontier orbital gap is 9.70 eV. Its structure (SMILES) is CC(C)CN.CN(C)O. The value obtained for the electronic energy is -424.06073 a.u.